Below is a cluster of 3 separate species, C6H8N2O5 in total in a non-equilibrium geometry, with properties calculated with ωB97M-V with the def2-TZVPD basis set.

Computed properties:
Strongest force on any atom in eV Å⁻¹: 4.75
SMILES: C=N/C(O)=C(\O)CO.O=C=O.C#N
Net charge: 0
LUMO energy in Eh: 0.0194
M in g mol⁻¹: 188.139
E_HOMO in eV: -7.86

XYZ file:
```
21
C6H8N2O5, DFT ωB97M-V with the def2-TZVPD basis set
C 1.183 2.124 1.804
N 1.298 1.198 0.971
C 0.241 0.831 0.159
O -1.046 1.219 0.507
C 0.490 0.134 -0.969
O 1.727 -0.193 -1.477
C -0.680 -0.379 -1.808
O -1.789 -0.855 -1.020
H 2.052 2.553 2.275
H 0.136 2.536 2.015
H -1.650 0.757 -0.049
H 2.455 0.253 -1.103
H -0.361 -1.103 -2.489
H -1.133 0.303 -2.507
H -1.472 -1.339 -0.148
O 1.475 2.555 -1.576
C 1.032 3.609 -1.493
O 0.426 4.585 -1.489
C 0.830 -3.112 1.581
N -0.068 -2.687 0.989
H 1.629 -3.153 2.184
```

Results of the Mulliken charge analysis, in e, for atoms 1 through 5:
1 C -0.412
2 N -0.379
3 C 0.384
4 O -0.641
5 C 0.687

Below is an isolated molecule of C6H8N2S in a non-equilibrium geometry, with properties calculated with ωB97M-V with the def2-TZVPD basis set.

Computed properties:
Strongest force on any atom in eV Å⁻¹: 3.81
SMILES: CN1Cc2ccsc2N1
Net charge: 0
LUMO energy in Eh: 0.0321
M in g mol⁻¹: 140.211
E_HOMO in eV: -8.27

XYZ file:
```
17
C6H8N2S, DFT ωB97M-V with the def2-TZVPD basis set
C 2.206 -0.998 -0.669
N 1.349 -0.746 0.418
C 0.857 0.689 0.644
C -0.596 0.624 0.235
C -1.673 1.574 0.107
C -2.815 0.953 -0.198
S -2.724 -0.805 -0.328
C -1.023 -0.635 0.050
N 0.101 -1.634 0.200
H 3.171 -0.825 -0.250
H 2.175 -2.119 -0.869
H 2.036 -0.418 -1.579
H 1.348 1.357 -0.064
H 1.049 0.847 1.650
H -1.691 2.661 0.061
H -3.664 1.532 -0.551
H -0.104 -2.058 1.141
```

Results of the Mulliken charge analysis, in e, for atoms 1 through 5:
1 C -0.753
2 N -0.131
3 C -0.542
4 C 0.497
5 C -0.944

Below is the ion C6H8N3O with charge +1 in a non-equilibrium geometry, with properties calculated with ωB97M-V with the def2-TZVPD basis set.

Computed properties:
Strongest force on any atom in eV Å⁻¹: 7.05
SMILES: CC[C@]1(C#[NH+])N=CNC1=O
Net charge: +1
LUMO energy in Eh: -0.1772
M in g mol⁻¹: 138.150
E_HOMO in eV: -13.93

XYZ file:
```
18
C6H8N3O, DFT ωB97M-V with the def2-TZVPD basis set
C 1.428 -0.247 -1.939
C 0.228 0.360 -1.175
C -0.083 -0.140 0.218
C 1.025 -0.566 0.992
N 1.880 -1.082 1.621
N -1.153 -1.058 0.243
C -2.185 -0.562 0.781
N -2.021 0.690 1.425
C -0.772 1.078 1.177
O -0.111 2.090 1.266
H 1.505 -1.287 -2.129
H 2.303 0.152 -1.416
H 1.475 0.202 -2.882
H -0.644 -0.193 -1.756
H 0.250 1.511 -1.382
H 2.702 -1.219 2.095
H -3.098 -1.058 1.068
H -2.728 1.329 1.793
```

Results of the Mulliken charge analysis, in e, for atoms 1 through 5:
1 C -1.450
2 C -0.679
3 C 1.843
4 C -0.110
5 N -0.059

Below is an isolated molecule of C6H8N4 in a non-equilibrium geometry, with properties calculated with ωB97M-V with the def2-TZVPD basis set.

Computed properties:
Strongest force on any atom in eV Å⁻¹: 7.12
⟨S²⟩: 2.02
Net charge: 0
2S+1: 3
LUMO energy (alpha / beta) in Eh: 0.0278 / -0.0856
M in g mol⁻¹: 136.158
E_HOMO (alpha / beta) in eV: -4.00 / -9.17

XYZ file:
```
18
C6H8N4, DFT ωB97M-V with the def2-TZVPD basis set
C -1.328 -0.934 -0.044
C -1.205 1.387 -0.095
C -0.846 -2.324 0.026
C 0.458 -2.148 -0.116
C -0.500 2.561 0.074
C 2.084 -0.275 0.071
N -2.558 -0.359 0.130
N -2.314 0.925 0.039
N -0.269 -0.142 -0.178
N 0.842 -0.876 -0.459
H -1.508 -3.211 0.361
H 1.143 -2.997 -0.375
H -0.276 2.925 1.094
H 0.269 2.628 -0.674
H -1.061 3.472 -0.280
H 1.988 0.765 -0.292
H 2.172 -0.544 1.124
H 2.907 -0.854 -0.409
```

Results of the Mulliken charge analysis, in e, for atoms 1 through 5:
1 C 0.230
2 C 0.788
3 C -0.391
4 C -0.411
5 C -1.292

Below is the ion C6H8N5 with charge +1 in a non-equilibrium geometry, with properties calculated with ωB97M-V with the def2-TZVPD basis set.

Computed properties:
Strongest force on any atom in eV Å⁻¹: 4.01
Net charge: +1
LUMO energy (alpha / beta) in Eh: -0.1627 / -0.1597
M in g mol⁻¹: 150.165
E_HOMO (alpha / beta) in eV: -11.00 / -11.05

XYZ file:
```
19
C6H8N5, DFT ωB97M-V with the def2-TZVPD basis set
C 3.346 0.307 0.212
C 3.128 -1.096 0.077
C 1.433 1.340 -0.794
C 0.820 -1.307 -0.630
C -1.280 -0.305 0.077
C -0.518 0.831 0.553
N 2.450 1.159 -0.137
N 1.882 -1.540 -0.057
N 0.158 1.394 -0.765
N -0.503 -1.333 -0.443
N -2.631 -0.270 -0.336
H 4.213 0.568 0.641
H 3.735 -1.924 0.277
H -1.161 1.688 0.944
H 0.128 0.341 1.298
H -0.158 2.207 -1.268
H -1.081 -1.947 -1.018
H -2.855 0.728 -0.467
H -2.902 -0.821 -1.110
```

Results of the Mulliken charge analysis, in e, for atoms 1 through 5:
1 C -0.320
2 C -0.150
3 C 0.187
4 C -0.010
5 C 0.495

Below is a cluster of 2 separate species, C6H8NO2 in total in a non-equilibrium geometry, with properties calculated with ωB97M-V with the def2-TZVPD basis set.

Computed properties:
Strongest force on any atom in eV Å⁻¹: 7.81
Net charge: -1
LUMO energy in Eh: 0.1398
M in g mol⁻¹: 126.135
E_HOMO in eV: -2.40

XYZ file:
```
17
C6H8NO2, DFT ωB97M-V with the def2-TZVPD basis set
C -3.641 1.457 0.566
C -0.564 -2.146 -0.918
C -0.428 -0.918 -0.406
C 1.153 0.988 -0.794
C 1.532 -0.456 1.118
C 1.058 -0.440 -0.366
N -4.623 2.132 0.480
O -0.719 -3.310 -1.163
O -1.287 -0.029 -0.030
H -2.797 0.867 0.520
H 0.253 1.392 -0.532
H 1.215 1.221 -1.906
H 1.997 1.646 -0.350
H 1.458 -1.405 1.773
H 1.230 0.394 1.715
H 2.577 -0.158 1.144
H 1.585 -1.233 -0.850
```

Results of the Mulliken charge analysis, in e, for atoms 1 through 5:
1 C 0.232
2 C 0.347
3 C 0.120
4 C -1.406
5 C -1.442

Below is the ion C6H8NO2 with charge +1 in a non-equilibrium geometry, with properties calculated with ωB97M-V with the def2-TZVPD basis set.

Computed properties:
Strongest force on any atom in eV Å⁻¹: 5.82
SMILES: C[n+]1cccc(O)c1O
Net charge: +1
LUMO energy in Eh: -0.1357
M in g mol⁻¹: 126.135
E_HOMO in eV: -13.08

XYZ file:
```
17
C6H8NO2, DFT ωB97M-V with the def2-TZVPD basis set
C 2.283 -0.720 0.056
N 0.891 -0.269 0.041
C 0.902 1.086 -0.045
C -0.186 1.890 0.038
C -1.547 1.341 0.040
C -1.763 0.016 0.025
O -2.808 -0.791 0.003
C -0.178 -1.028 0.030
O -0.101 -2.310 -0.007
H 3.054 -0.008 0.520
H 2.340 -1.758 0.516
H 2.585 -0.799 -1.131
H 1.760 1.664 -0.073
H -0.226 3.009 -0.017
H -2.488 1.894 0.056
H -3.659 -0.473 0.379
H -0.857 -2.744 -0.430
```

Results of the Mulliken charge analysis, in e, for atoms 1 through 5:
1 C -0.923
2 N 0.097
3 C 0.041
4 C -0.637
5 C -0.314

Below is an isolated molecule of C6H8O2 in a non-equilibrium geometry, with properties calculated with ωB97M-V with the def2-TZVPD basis set.

Computed properties:
Strongest force on any atom in eV Å⁻¹: 4.15
SMILES: C1=C[C@@H]2OCC[C@@H]2O1
Net charge: 0
LUMO energy in Eh: 0.0364
M in g mol⁻¹: 112.128
E_HOMO in eV: -8.84

XYZ file:
```
16
C6H8O2, DFT ωB97M-V with the def2-TZVPD basis set
C 1.820 -0.311 -0.441
C 1.028 -1.241 -0.037
C 0.029 -0.692 0.860
O -1.230 -0.922 0.419
C -1.355 -0.141 -0.710
C -0.878 1.197 -0.158
C 0.298 0.805 0.773
O 1.530 0.965 0.064
H 2.603 -0.374 -1.219
H 1.008 -2.369 -0.282
H 0.217 -1.129 1.877
H -0.701 -0.646 -1.520
H -2.404 -0.140 -1.060
H -1.661 1.526 0.502
H -0.637 2.050 -0.772
H 0.334 1.423 1.705
```

Results of the Mulliken charge analysis, in e, for atoms 1 through 5:
1 C -0.350
2 C -0.474
3 C 0.131
4 O -0.503
5 C -0.400

Below is an isolated molecule of C6H8O2 in a non-equilibrium geometry, with properties calculated with ωB97M-V with the def2-TZVPD basis set.

Computed properties:
Strongest force on any atom in eV Å⁻¹: 6.95
SMILES: C[C@]12C=C[C@H](CO1)O2
Net charge: 0
LUMO energy in Eh: 0.0313
M in g mol⁻¹: 112.128
E_HOMO in eV: -8.99

XYZ file:
```
16
C6H8O2, DFT ωB97M-V with the def2-TZVPD basis set
C 2.148 -0.261 0.156
C 0.666 -0.230 0.044
C -0.265 -1.110 0.624
C -1.540 -0.530 0.772
C -1.147 0.950 0.463
C -1.030 0.813 -1.149
O -0.028 -0.304 -1.329
O 0.352 1.110 0.367
H 2.695 0.539 -0.298
H 2.507 -1.240 -0.426
H 2.467 -0.620 1.251
H -0.057 -2.290 0.660
H -2.408 -0.746 1.481
H -1.902 1.890 0.942
H -0.549 1.698 -1.775
H -1.910 0.330 -1.783
```

Results of the Mulliken charge analysis, in e, for atoms 1 through 5:
1 C -1.430
2 C 1.376
3 C -0.329
4 C -0.709
5 C 0.088

Below is an isolated molecule of C6H8O2 in a non-equilibrium geometry, with properties calculated with ωB97M-V with the def2-TZVPD basis set.

Computed properties:
Strongest force on any atom in eV Å⁻¹: 3.37
SMILES: C=C(O)C(=C)C(C)=O
Net charge: 0
LUMO energy in Eh: 0.0198
M in g mol⁻¹: 112.128
E_HOMO in eV: -8.98

XYZ file:
```
16
C6H8O2, DFT ωB97M-V with the def2-TZVPD basis set
C 2.242 0.564 0.673
C 1.169 -0.140 0.285
O 1.246 -1.439 -0.133
C -0.133 0.523 -0.207
C -0.304 1.763 -0.651
C -1.175 -0.272 0.477
C -2.058 -1.120 -0.384
O -0.970 -0.472 1.672
H 2.139 1.574 1.019
H 3.244 0.185 0.548
H 2.124 -1.787 0.067
H -1.258 2.261 -0.573
H 0.527 2.353 -1.003
H -1.452 -1.884 -0.869
H -2.816 -1.605 0.228
H -2.525 -0.504 -1.150
```

Results of the Mulliken charge analysis, in e, for atoms 1 through 5:
1 C -1.061
2 C 0.587
3 O -0.481
4 C 0.208
5 C -0.742

Below is a structure of composition C6H8O2 in a non-equilibrium geometry, with properties calculated with ωB97M-V with the def2-TZVPD basis set.

Computed properties:
Strongest force on any atom in eV Å⁻¹: 5.74
Net charge: 0
LUMO energy in Eh: 0.0271
M in g mol⁻¹: 112.128
E_HOMO in eV: -9.87

XYZ file:
```
16
C6H8O2, DFT ωB97M-V with the def2-TZVPD basis set
C -1.178 1.476 0.059
C -0.794 -0.083 0.053
C -1.702 -0.902 -0.425
C 0.589 -0.262 0.603
C 1.508 -1.339 -0.015
C 1.688 0.620 -0.029
H -1.852 1.678 -0.820
H -0.297 2.106 -0.011
H -1.813 1.675 0.990
H -2.688 -0.468 -0.686
H -1.483 -1.957 -0.513
H 0.666 -0.163 1.656
H 1.919 -2.185 0.628
H 1.019 -1.683 -0.882
O 2.547 -0.338 -0.299
O 1.870 1.824 -0.308
```

Results of the Mulliken charge analysis, in e, for atoms 1 through 5:
1 C -1.275
2 C 0.422
3 C -0.885
4 C 0.114
5 C -0.527

Below is a structure of composition C6H8O2S in a non-equilibrium geometry, with properties calculated with ωB97M-V with the def2-TZVPD basis set.

Computed properties:
Strongest force on any atom in eV Å⁻¹: 4.14
Net charge: 0
LUMO energy (alpha / beta) in Eh: 0.0017 / -0.0304
M in g mol⁻¹: 144.195
E_HOMO (alpha / beta) in eV: -8.22 / -7.36

XYZ file:
```
17
C6H8O2S, DFT ωB97M-V with the def2-TZVPD basis set
C -0.346 -0.545 0.488
C -0.757 -0.576 -0.745
C 0.801 0.320 0.459
C 2.744 1.593 -1.067
C -0.956 -1.001 1.790
C -1.980 -1.017 -1.313
O 1.289 1.064 1.310
O 2.544 2.661 -0.410
S 1.342 0.466 -1.242
H 3.315 1.609 -1.948
H -1.228 -0.185 2.387
H -0.218 -1.632 2.573
H -1.849 -1.705 1.678
H -2.100 -0.552 -2.233
H -2.796 -0.674 -0.699
H -2.073 -2.129 -1.492
H 2.267 2.303 0.467
```

Results of the Mulliken charge analysis, in e, for atoms 1 through 5:
1 C 0.330
2 C 0.121
3 C 0.658
4 C -0.242
5 C -1.144